Below is a cluster of 12 separate species, C103H220N12O12 in total at a distorted geometry, with properties calculated with wB97M-V/def2-TZVPD.

ORCA input file:
```
! wB97M-V def2-TZVPD RIJCOSX def2/J DEFGRID3
* xyz 0 1
C 6.6901 -1.0900 6.9019
C 5.6882 -0.4313 5.8391
C 4.2527 -0.6047 6.3255
O 3.9815 -1.9779 6.1849
C 2.6819 -2.3989 6.2080
N 5.9840 0.9837 5.6855
H 6.6896 -2.1787 6.8492
H 6.5680 -0.8228 7.9515
H 7.6940 -0.7093 6.7139
H 5.6054 -0.7661 4.8051
H 3.5842 -0.0035 5.7092
H 4.1747 -0.3768 7.3886
H 2.3456 -2.5563 5.1832
H 1.8482 -1.9464 6.7448
H 2.5708 -3.4318 6.5379
H 5.4956 1.3587 4.8849
H 5.6541 1.5088 6.4827
C -4.9114 9.3316 0.6640
C -3.9560 10.0449 1.6841
C -4.0983 9.5701 3.1785
C -3.5871 8.1545 3.3308
C -2.2304 7.8939 2.8055
C -1.8867 8.4669 1.4095
N -2.5614 9.7739 1.2066
O -2.3693 10.2845 -0.1308
C -0.3933 8.6889 1.2956
C -2.2560 7.3790 0.3884
C -4.3453 11.5384 1.7538
H -4.7815 9.6970 -0.3547
H -5.9282 9.5992 0.9512
H -4.7690 8.2939 0.3625
H -3.5677 10.2864 3.8058
H -5.1123 9.4780 3.5674
H -4.2177 7.4177 2.8333
H -3.7588 7.8531 4.3641
H -2.0850 6.8156 2.8700
H -1.6141 8.3202 3.5970
H -0.0714 9.4468 2.0099
H -0.0852 7.6612 1.4878
H -0.0154 8.9235 0.3004
H -1.5034 6.5905 0.4017
H -3.1480 6.7586 0.4750
H -2.4267 7.5924 -0.6668
H -5.3048 11.6804 2.2511
H -4.3865 11.9470 0.7441
H -3.5429 12.1367 2.1853
H -1.5735 10.8176 -0.0676
C -7.3072 0.6967 -5.9367
C -6.9867 1.0314 -4.4097
C -5.7778 0.1875 -3.9066
C -4.6413 0.7277 -3.1324
C -4.4954 2.2820 -3.3612
C -5.7368 3.1252 -3.4039
N -6.6265 2.4777 -4.3905
O -7.6356 3.3283 -4.9477
C -6.2969 3.2479 -1.9597
C -5.3686 4.5691 -3.8654
C -8.1895 0.7699 -3.4312
H -7.8628 1.5010 -6.4189
H -7.9015 -0.2167 -5.9144
H -6.3583 0.5904 -6.4625
H -6.2392 -0.6039 -3.3158
H -5.2743 -0.3022 -4.7401
H -3.7326 0.1271 -3.1714
H -4.9596 0.6215 -2.0953
H -4.0058 2.6017 -4.2811
H -3.8305 2.6777 -2.5935
H -7.3294 3.5761 -2.0794
H -6.3874 2.2355 -1.5662
H -5.7403 3.9017 -1.2883
H -5.9177 5.4219 -3.4662
H -4.3565 4.8527 -3.5767
H -5.4329 4.6790 -4.9479
H -8.5606 -0.2550 -3.4306
H -9.0964 1.3327 -3.6525
H -7.9648 1.1308 -2.4275
H -7.2178 3.5433 -5.7848
C -3.6810 -4.4249 5.0051
C -2.7024 -5.6350 4.8724
C -2.3103 -5.8518 6.3921
C -1.6580 -7.1827 6.8110
C -2.7415 -8.2737 6.4630
C -3.1073 -8.2419 4.9237
N -3.1688 -6.9041 4.3209
O -3.5975 -6.7870 2.9992
C -2.1181 -9.1004 4.0056
C -4.5165 -8.7291 4.8651
C -1.3280 -5.2023 4.2188
H -4.6960 -4.7639 5.2123
H -3.7715 -3.9923 4.0087
H -3.5239 -3.6326 5.7370
H -1.6215 -5.0546 6.6717
H -3.0792 -5.6920 7.1480
H -1.0874 -7.3653 7.7216
H -0.8211 -7.3246 6.1272
H -3.5670 -8.4357 7.1561
H -2.1287 -9.1645 6.6006
H -1.1351 -8.6450 3.8859
H -1.9047 -10.0292 4.5347
H -2.4401 -9.3835 3.0034
H -4.9006 -8.8018 3.8477
H -4.6159 -9.6708 5.4050
H -5.2726 -8.0682 5.2888
H -0.5458 -5.9591 4.2770
H -0.9259 -4.2612 4.5940
H -1.4871 -5.0600 3.1499
H -4.5219 -6.5789 3.1534
C 0.3612 -2.3670 -4.2519
C -0.4665 -3.4212 -5.0369
C 0.4896 -4.5864 -5.4736
C 0.7509 -5.4132 -4.3275
C -0.5082 -6.1656 -3.9219
C -1.6150 -5.2011 -3.5209
N -1.7037 -3.9626 -4.3570
O -2.5686 -2.9804 -3.8469
C -2.9122 -5.9920 -3.5756
C -1.3292 -4.9021 -2.0077
C -1.0943 -2.8358 -6.3752
H 0.8976 -2.6439 -3.3443
H -0.0947 -1.3866 -4.1136
H 1.1658 -2.2833 -4.9825
H -0.1525 -5.0568 -6.2183
H 1.4649 -4.2660 -5.8400
H 1.2388 -4.8519 -3.5305
H 1.5848 -6.0262 -4.6694
H -0.3230 -6.7323 -3.0093
H -0.8097 -6.9507 -4.6153
H -3.7175 -5.3693 -3.1859
H -3.3696 -6.3885 -4.4821
H -2.8585 -6.9014 -2.9770
H -1.1538 -5.7870 -1.3959
H -0.5166 -4.1929 -1.8503
H -2.1966 -4.5121 -1.4751
H -1.4370 -3.6785 -6.9756
H -0.3700 -2.2556 -6.9467
H -1.8531 -2.1283 -6.0409
H -3.3285 -3.2558 -4.3649
C -9.8869 -6.0999 1.2532
C -8.7533 -5.4248 2.0595
C -7.3838 -5.4434 1.3932
C -7.1969 -4.5004 0.2362
C -7.3884 -3.0925 0.6416
C -8.7174 -2.8563 1.4306
N -9.1117 -4.0223 2.3025
O -10.2229 -3.8207 3.1063
C -8.5172 -1.5428 2.1756
C -9.7019 -2.6359 0.3769
C -8.7244 -6.2170 3.4640
H -10.8429 -5.8047 1.6855
H -9.9276 -7.1891 1.2471
H -9.8846 -5.8610 0.1898
H -6.5811 -5.3448 2.1240
H -7.2232 -6.4358 0.9720
H -7.8505 -4.8933 -0.5426
H -6.1421 -4.6365 -0.0025
H -7.4453 -2.4552 -0.2409
H -6.5507 -2.7378 1.2420
H -7.7098 -1.5675 2.9074
H -8.2029 -0.6919 1.5712
H -9.4139 -1.2962 2.7441
H -10.5155 -2.0580 0.8155
H -9.4702 -2.0646 -0.5220
H -10.2853 -3.4777 0.0041
H -8.3983 -7.2382 3.2665
H -9.6706 -6.0025 3.9608
H -7.9396 -5.7427 4.0533
H -9.8441 -3.5380 3.9419
C 0.8615 5.3418 -1.7241
C 0.8972 6.4020 -2.7715
C -0.5786 6.5630 -3.0812
C -0.9306 7.8231 -3.7933
C -0.3692 9.0703 -3.0096
C 1.1800 8.9520 -2.7714
N 1.4834 7.6510 -2.2644
O 2.7445 7.5039 -1.7938
C 1.8163 9.2334 -4.1203
C 1.5824 10.0351 -1.7450
C 1.6087 5.8716 -4.0699
H 0.5238 5.5757 -0.7144
H 1.9034 5.0624 -1.5680
H 0.2337 4.4725 -1.9199
H -0.9308 5.8256 -3.8025
H -1.2469 6.2905 -2.2644
H -1.9798 8.1098 -3.8633
H -0.6305 7.7483 -4.8386
H -0.9383 9.1996 -2.0891
H -0.5972 9.9419 -3.6232
H 1.6503 10.2665 -4.4255
H 2.8952 9.2471 -3.9653
H 1.5028 8.6028 -4.9523
H 0.7230 10.3445 -1.1501
H 2.3478 9.8609 -0.9887
H 1.9393 10.8995 -2.3049
H 1.1550 4.9770 -4.4963
H 2.6759 5.8144 -3.8554
H 1.3821 6.5589 -4.8850
H 2.7049 7.6175 -0.8413
C 2.3915 1.5940 -0.3974
C 1.2866 0.8288 0.4165
C 0.3871 1.8667 1.1378
C -1.0163 1.4181 1.6388
C -1.7514 0.6258 0.5446
C -0.9472 -0.5363 -0.1281
N 0.4555 -0.0524 -0.4503
O 1.1877 -1.0801 -0.9918
C -0.9036 -1.7174 0.7855
C -1.6342 -0.8684 -1.5422
C 2.0439 0.1077 1.5256
H 3.0923 2.2619 0.1034
H 1.8098 2.1159 -1.1573
H 3.0536 0.8583 -0.8540
H 0.8888 2.4202 1.9316
H 0.1543 2.6697 0.4385
H -1.6552 2.2463 1.9453
H -0.8415 0.6514 2.3935
H -2.4367 1.0986 -0.1589
H -2.6019 0.2590 1.1192
H -0.0831 -2.3672 0.4809
H -0.9373 -1.4546 1.8428
H -1.8024 -2.3104 0.6165
H -1.3171 -1.8837 -1.7807
H -2.7132 -0.9743 -1.4294
H -1.2932 -0.1617 -2.2987
H 2.7731 -0.5764 1.0917
H 1.4134 -0.5325 2.1427
H 2.5235 0.8211 2.1959
H 0.9775 -0.9341 -1.9171
C 3.6876 -4.4620 0.2185
C 4.8338 -4.2033 1.1792
C 5.6259 -5.4744 1.3387
C 6.6002 -5.7671 0.2543
C 7.4024 -4.5105 0.0339
C 6.6325 -3.2012 -0.3335
N 5.6090 -3.0236 0.6745
O 4.9446 -1.8056 0.5984
C 7.6317 -1.9925 -0.3467
C 6.0767 -3.3490 -1.7801
C 4.1894 -3.7480 2.4978
H 4.0950 -4.9963 -0.6398
H 3.0487 -5.1920 0.7155
H 2.9491 -3.6836 0.0269
H 6.0939 -5.4942 2.3229
H 4.9184 -6.3015 1.3963
H 7.2908 -6.5168 0.6404
H 6.0871 -6.1411 -0.6317
H 8.2062 -4.6614 -0.6867
H 7.9049 -4.2480 0.9649
H 7.2107 -1.0073 -0.5470
H 8.5123 -2.0957 -0.9808
H 7.9982 -1.9122 0.6767
H 6.9126 -3.4223 -2.4758
H 5.4873 -2.5555 -2.2397
H 5.4861 -4.2584 -1.8906
H 5.0269 -3.3050 3.0366
H 3.4816 -2.9192 2.4825
H 3.6523 -4.5388 3.0215
H 5.0858 -1.3572 1.4354
C 4.9370 1.9960 -5.4659
C 4.8787 1.5165 -3.9713
C 6.1509 0.8518 -3.4370
C 7.2898 1.8023 -3.1840
C 6.9218 3.0012 -2.2922
C 5.5228 3.6796 -2.5322
N 4.5337 2.6879 -3.0726
O 3.3513 3.3126 -3.3233
C 5.0357 4.0878 -1.1454
C 5.8392 4.7805 -3.5298
C 3.7656 0.4529 -3.7726
H 3.9940 2.3753 -5.8598
H 5.2025 1.1967 -6.1577
H 5.7054 2.7493 -5.6396
H 5.8618 0.3139 -2.5342
H 6.5097 0.0879 -4.1269
H 7.5584 2.3304 -4.0989
H 8.2182 1.3374 -2.8524
H 7.7090 3.7539 -2.3355
H 7.0146 2.5840 -1.2895
H 4.2403 4.8315 -1.1939
H 4.7151 3.1960 -0.6069
H 5.8776 4.4318 -0.5445
H 4.9195 5.2918 -3.8138
H 6.4380 5.5867 -3.1061
H 6.3182 4.4917 -4.4653
H 3.9212 -0.5020 -4.2747
H 2.8603 0.9553 -4.1133
H 3.6111 0.2414 -2.7146
H 2.8555 2.9674 -2.5772
C 3.3680 -10.6616 -1.6147
C 3.6447 -9.6300 -0.4319
C 3.8356 -8.1083 -1.0373
C 2.5208 -7.6542 -1.6618
C 1.4581 -7.6995 -0.5428
C 1.2115 -9.0123 0.1374
N 2.4937 -9.6168 0.5260
O 2.4405 -10.6527 1.4568
C 0.3849 -8.7219 1.4105
C 0.3467 -9.9259 -0.7257
C 4.9719 -10.1329 0.3265
H 2.8811 -11.5750 -1.2730
H 4.2671 -11.0425 -2.0991
H 2.6635 -10.3064 -2.3669
H 4.0967 -7.3918 -0.2585
H 4.6357 -7.9509 -1.7607
H 2.0546 -8.1662 -2.5037
H 2.6928 -6.6165 -1.9474
H 0.6057 -7.4880 -1.1883
H 1.5024 -6.8556 0.1457
H -0.1062 -9.5346 1.9455
H 1.0101 -8.3156 2.2056
H -0.3653 -7.9773 1.1441
H 0.8017 -10.9132 -0.8044
H -0.6852 -10.1040 -0.4230
H 0.3554 -9.6157 -1.7706
H 4.8649 -11.1524 0.6969
H 5.1785 -9.4860 1.1791
H 5.8113 -10.1527 -0.3685
H 2.4495 -9.9914 2.1527
C 4.9014 9.6880 2.5229
C 5.0140 8.6234 1.4082
C 6.1960 7.6055 1.6697
C 5.9555 6.5187 2.7304
C 4.7471 5.7909 2.3317
C 3.5052 6.6939 2.2457
N 3.7848 7.7870 1.3501
O 2.7040 8.5264 0.9506
C 2.3768 5.7215 1.5993
C 2.9874 7.1489 3.6080
C 5.3100 9.2962 0.0385
H 3.9199 10.1464 2.6435
H 5.7850 10.3228 2.5899
H 4.9417 9.1748 3.4837
H 6.4517 7.2202 0.6826
H 6.9932 8.2419 2.0538
H 5.8533 7.0320 3.6865
H 6.7418 5.7723 2.8423
H 4.5829 5.0856 3.1464
H 4.8997 5.2355 1.4063
H 1.4192 6.1615 1.3207
H 2.8171 5.2581 0.7164
H 2.1903 4.9269 2.3217
H 2.0534 7.7107 3.6042
H 2.7191 6.3783 4.3306
H 3.6831 7.7292 4.2141
H 5.6521 8.7223 -0.8227
H 6.1212 10.0203 0.1150
H 4.4831 9.9547 -0.2273
H 2.3808 9.0013 1.7199
*
```

**LUMO level**: 0.184 eV
**Energy above the lowest of the compared OMol25 structures with the same formula, charge and spin**: 258.22 kcal/mol
**SMILES**: CC1(C)CCCC(C)(C)N1O.CC1(C)CCCC(C)(C)N1O.CC1(C)CCCC(C)(C)N1O.CC1(C)CCCC(C)(C)N1O.CC1(C)CCCC(C)(C)N1O.CC1(C)CCCC(C)(C)N1O.CC1(C)CCCC(C)(C)N1O.CC1(C)CCCC(C)(C)N1O.CC1(C)CCCC(C)(C)N1O.CC1(C)CCCC(C)(C)N1O.CC1(C)CCCC(C)(C)N1O.COC[C@H](C)N
**Maximum force**: 0.0840 Eh/bohr
**HOMO**: -7.45 eV
**Gap between HOMO and LUMO**: 7.638 eV